(1)
ORCA calculation (wB97M-V/def2-TZVPD) on a 4-piece molecular cluster, C22H48F3N4O4 overall.

Results
**E**: -1686.33911 hartree
**Gap between HOMO and LUMO**: 8.3132 eV
**Charge**: +1
**E_LUMO**: -2.831 eV

Last column: Löwdin charge in e.
Cartesian coordinates (Å):
C: -0.0547 -1.9924 -4.5798  -0.080
O: 0.4989 -0.9866 -5.4205  -0.178
C: 0.9848 0.1200 -4.7153  -0.264
C: 1.4047 1.2036 -5.7120  -0.148
C: 0.7504 2.5525 -5.3978  -0.187
C: 1.4576 3.1552 -4.1934  -0.102
N: 0.7453 4.3112 -3.6158  0.032
N: -0.1196 5.0592 -4.3690  0.132
C: -0.6258 5.9938 -3.5707  -0.087
N: -0.1501 5.9073 -2.3539  0.175
C: 0.7110 4.8664 -2.3850  -0.296
N: 1.3989 4.4957 -1.3074  0.118
C: 2.4318 3.4667 -1.1960  -0.142
C: 2.9353 3.3668 0.2418  -0.038
C: 2.1211 2.3933 1.0617  -0.631
F: 2.6713 2.1651 2.2523  0.163
F: 1.9919 1.2073 0.4351  0.130
F: 0.8720 2.8667 1.2606  0.131
H: -1.1384 -2.0257 -4.7027  0.091
H: 0.1710 -1.8023 -3.5280  0.084
H: 0.3645 -2.9604 -4.8477  0.093
H: 0.2055 0.5122 -4.0395  0.121
H: 1.8309 -0.1776 -4.0798  0.129
H: 1.1467 0.8877 -6.7207  0.127
H: 2.4911 1.3209 -5.6938  0.120
H: -0.2970 2.3770 -5.1366  0.126
H: 0.7905 3.2124 -6.2678  0.116
H: 1.4917 2.3984 -3.4172  0.108
H: 2.4801 3.4457 -4.4370  0.143
H: -0.3083 4.8761 -5.3411  0.172
H: -1.3457 6.7232 -3.9072  0.151
H: 1.1718 5.0356 -0.4857  0.156
H: 3.2692 3.7025 -1.8532  0.134
H: 2.0293 2.4983 -1.4832  0.111
H: 3.9747 3.0462 0.2552  0.143
H: 2.8874 4.3344 0.7441  0.141
C: -3.3645 3.0107 4.2370  -0.080
C: -2.2463 3.1832 5.2507  -0.281
O: -1.8157 1.9748 5.8499  -0.151
C: -1.3064 0.9901 4.9717  -0.279
C: -0.0817 1.4305 4.1884  -0.076
H: -4.2191 2.5082 4.6910  0.083
H: -3.6897 3.9888 3.8797  0.076
H: -3.0480 2.4297 3.3692  0.063
H: -2.5937 3.7932 6.0843  0.121
H: -1.4003 3.7138 4.7967  0.105
H: -2.0886 0.6346 4.2901  0.110
H: -1.0442 0.1516 5.6174  0.112
H: -0.3026 2.2597 3.5159  0.052
H: 0.2891 0.6019 3.5820  0.057
H: 0.7122 1.7446 4.8678  0.090
C: 2.2154 -1.8558 2.3910  -0.073
C: 1.5150 -3.2049 2.3511  -0.280
O: 1.5141 -3.8943 3.5851  -0.153
C: 0.8645 -3.2396 4.6632  -0.272
C: -0.6082 -2.9601 4.4187  -0.077
H: 3.2453 -1.9678 2.7322  0.086
H: 2.2256 -1.4191 1.3907  0.066
H: 1.7135 -1.1503 3.0545  0.045
H: 2.0382 -3.8669 1.6603  0.120
H: 0.4931 -3.0887 1.9689  0.098
H: 1.3897 -2.3136 4.9262  0.107
H: 0.9786 -3.9197 5.5067  0.121
H: -0.7599 -2.2667 3.5889  0.059
H: -1.0572 -2.5140 5.3070  0.073
H: -1.1400 -3.8843 4.1889  0.081
C: -2.6847 -3.9070 0.2945  -0.079
C: -2.6872 -4.2052 -1.1944  -0.284
O: -1.4198 -4.5476 -1.7273  -0.174
C: -0.8156 -5.7144 -1.1870  -0.279
C: -1.6339 -6.9798 -1.3676  -0.076
H: -1.9803 -3.1049 0.5235  0.071
H: -3.6812 -3.5934 0.6075  0.079
H: -2.4108 -4.7785 0.8903  0.069
H: -2.9872 -3.3140 -1.7478  0.114
H: -3.4231 -4.9835 -1.4232  0.109
H: -0.5715 -5.5660 -0.1287  0.105
H: 0.1294 -5.8050 -1.7231  0.117
H: -2.5754 -6.9447 -0.8185  0.068
H: -1.0698 -7.8352 -0.9945  0.080
H: -1.8573 -7.1468 -2.4219  0.083

(2)
ORCA calculation (wB97M-V/def2-TZVPD) on C2H2CrO as an isolated structure in a non-equilibrium geometry.

Results
**Spin multiplicity**: 5
**E**: -1196.90150 hartree
**Gap between HOMO and LUMO (alpha / beta)**: 7.7588 / 8.6883 eV
**E_LUMO (alpha / beta)**: -0.706 / -0.746 eV

Last column: Löwdin charge in e.
Cartesian coordinates (Å):
C: -0.6388 0.7614 -0.0469  -0.175
C: -0.2333 -0.4906 -0.0201  -0.155
H: -1.6657 1.1508 -0.0405  0.039
H: -0.7934 -1.4414 -0.0117  0.079
O: 1.8564 -0.8826 -0.1075  -0.565
Cr: 1.4749 0.9024 0.2267  0.777

(3)
ORCA calculation (wB97M-V/def2-TZVPD) on C7H18NOSi2 as an isolated structure in a non-equilibrium geometry.

Results
**E**: -986.29372 hartree
**Gap between HOMO and LUMO**: 8.8358 eV
**Charge**: +1
**Energy relative to the best compared isomer or geometry (same formula, charge and spin)**: 21.4 kJ/mol
**E_LUMO**: -4.030 eV

Last column: Löwdin charge in e.
Cartesian coordinates (Å):
C: 1.1606 0.4948 -0.3464  -0.040
C: -0.2677 0.7704 -0.8228  -0.261
C: 2.1289 -2.5318 0.2200  -0.163
C: 1.9618 -0.4997 2.5179  -0.161
C: -2.5099 0.6740 1.3140  -0.137
C: -2.3049 -1.6390 -1.0290  -0.109
C: -0.5943 1.7583 -1.8098  -0.158
N: 0.3550 2.9680 -1.5696  0.177
O: -0.3600 -1.1576 1.0316  -0.272
Si: 1.2677 -0.9538 0.8501  0.381
Si: -1.4606 -0.3621 0.0625  0.455
H: 1.9016 0.9233 -1.0888  0.077
H: 2.1912 -3.4153 1.0014  0.088
H: 1.7596 -2.9212 -0.7835  0.048
H: 3.1413 -2.3152 -0.0802  0.008
H: 2.0765 -1.4854 2.9603  0.023
H: 3.0763 -0.0990 2.6167  0.091
H: 1.3233 0.1521 3.0940  0.023
H: -3.1356 1.5459 0.9870  0.046
H: -3.1560 0.0128 1.8000  -0.005
H: -1.7244 0.8264 2.1243  0.055
H: -2.8676 -1.1807 -1.7346  -0.011
H: -1.3304 -2.1211 -1.4336  0.079
H: -2.6359 -2.4851 -0.5157  0.022
H: -1.6215 2.2028 -1.9317  0.153
H: -0.2557 1.3854 -2.8035  0.150
H: 1.0929 2.4274 -1.0530  0.107
H: 0.1212 3.8700 -1.0871  0.198
H: 0.6666 3.1556 -2.4907  0.135